Entry 1:
Density functional theory data (wB97M-V/def2-TZVPD) for C21H20N4O2PdS as an isolated structure at a distorted geometry.

The geometry in XYZ format:
```
49
Properties=species:S:1:pos:R:3:lowdin_charge:R:1
Pd 1.22510 -0.43547 -0.97686 0.961
C 5.45580 0.56523 -0.89456 -0.054
C 3.93090 0.69693 -0.91446 -0.484
O 3.28600 -0.40327 -1.01866 -0.183
C 3.43020 1.97873 -0.85086 -0.070
C 2.06530 2.35553 -0.88666 -0.332
C 1.70520 3.82003 -0.82446 -0.062
N 1.09150 1.48533 -0.98676 -0.144
N -0.18350 1.93623 -1.04136 0.066
C -1.05890 0.95783 -1.17556 -0.473
O -0.74020 -0.27757 -1.37736 -0.205
C -2.47520 1.28363 -1.10776 -0.128
C -2.95680 2.60053 -1.01076 -0.040
C -4.30380 2.83673 -0.86746 -0.122
C -5.21430 1.78123 -0.81686 -0.122
C -4.74760 0.47353 -0.95176 -0.105
C -3.40530 0.22913 -1.09596 -0.022
H 5.72120 -0.48907 -0.90626 0.062
H 5.86480 1.02773 0.00304 0.065
H 5.89210 1.05603 -1.76596 0.061
H 4.14690 2.78783 -0.75516 0.080
H 2.59550 4.44633 -0.79386 0.054
H 1.09230 4.00053 0.05754 0.073
H 1.10740 4.08463 -1.69646 0.062
H -2.24260 3.41033 -1.03896 0.099
H -4.66600 3.85763 -0.79226 0.085
H -6.27060 1.97663 -0.66366 0.081
H -5.45130 -0.35167 -0.94236 0.091
H -3.02890 -0.77977 -1.17566 0.108
S 0.65440 -4.96327 -1.43856 0.888
C 1.86190 -4.51267 -0.26116 -0.402
C 2.03310 -3.15577 -0.24266 -0.258
N 1.26220 -2.46617 -1.09386 -0.170
C 0.49930 -3.25517 -1.83676 -0.436
H 2.35760 -5.27107 0.30824 0.039
H 2.72330 -2.62357 0.39384 0.098
H -0.28030 -2.92227 -2.49456 0.062
N 1.03060 -0.55687 1.37164 -0.029
C 0.04090 -1.00687 2.05284 -0.579
C -1.10500 -1.66077 1.46414 -0.114
C -2.17680 -2.06687 2.20374 -0.199
C -2.20120 -1.93307 3.59394 -0.234
C -1.09380 -1.35847 4.20904 -0.217
C -0.01750 -0.90467 3.49164 -0.129
H -1.09910 -1.78467 0.38734 0.051
H -3.03040 -2.51227 1.69584 0.069
H -3.05890 -2.25937 4.17714 0.039
H -1.09260 -1.25897 5.29554 0.064
H 0.82690 -0.43857 3.99074 0.054
```

Kohn-Sham gap (spin up / spin down) = 0.0920 / 0.0980 Eh
Spin multiplicity = 1
LUMO (spin up / spin down) = 4.29 / 4.27 eV
E = -46467.637 eV
Net charge = -2
E_HOMO (spin up / spin down) = 1.785 / 1.605 eV

=====

Entry 2:
Density functional theory data (wB97M-V/def2-TZVPD) for one molecule with the formula C4H4BrNO at a distorted geometry.

The geometry in XYZ format:
```
11
Properties=species:S:1:pos:R:3:lowdin_charge:R:1
O -0.41755 2.09096 0.52440 -0.034
C 0.09767 1.37623 -0.34586 -0.369
C 1.17104 0.34604 -0.23334 -0.030
C 0.96424 -0.89139 0.29844 -0.035
C -0.47553 -1.20226 0.34315 -0.203
N -1.23596 -0.25485 -0.08612 -0.544
Br -3.00709 -0.09391 -0.11347 0.754
H -0.04400 1.65446 -1.46236 0.141
H 2.14879 0.87419 -0.18918 0.127
H 1.54929 -1.70651 0.53887 0.074
H -0.75090 -2.19295 0.72548 0.119
```

Kohn-Sham gap = 0.3237 Eh
Spin multiplicity = 1
LUMO = -0.52 eV
SMILES string = O=C/C=C\C=N\Br
E = -77789.167 eV
E_HOMO = -9.329 eV